Record 1
{"formula": "C18H36Br14O2S", "method": "ωB97M-V with the def2-TZVPD basis set", "species": ["O", "S", "O", "C", "C", "C", "C", "H", "H", "H", "H", "H", "H", "H", "H", "Br", "C", "C", "Br", "H", "H", "H", "H", "Br", "C", "C", "Br", "H", "H", "H", "H", "Br", "C", "C", "Br", "H", "H", "H", "H", "Br", "C", "C", "Br", "H", "H", "H", "H", "Br", "C", "C", "Br", "H", "H", "H", "H", "Br", "C", "C", "Br", "H", "H", "H", "H", "Br", "C", "C", "Br", "H", "H", "H", "H"], "xyz": [[-23.438, -19.857, -2.435], [-23.682, -18.531, -1.836], [-24.899, -18.241, -1.027], [-22.205, -17.891, -1.027], [-21.939, -16.478, -1.622], [-22.224, -16.609, -3.134], [-23.614, -17.252, -3.190], [-21.398, -18.494, -1.444], [-22.185, -18.189, 0.021], [-22.670, -15.826, -1.145], [-20.942, -16.125, -1.361], [-21.440, -17.276, -3.495], [-22.191, -15.654, -3.658], [-23.950, -17.589, -4.170], [-24.309, -16.452, -2.931], [-20.090, -21.431, -2.309], [-20.545, -22.803, -3.560], [-21.501, -22.170, -4.578], [-22.019, -23.466, -5.985], [-21.119, -23.465, -2.913], [-19.621, -23.305, -3.847], [-20.991, -21.352, -5.087], [-22.374, -21.829, -4.022], [-19.694, -16.621, -6.017], [-18.765, -16.794, -4.214], [-18.805, -18.268, -3.704], [-18.215, -18.227, -1.882], [-19.244, -16.060, -3.566], [-17.718, -16.547, -4.392], [-18.048, -18.794, -4.286], [-19.794, -18.724, -3.755], [-22.535, -17.626, -8.076], [-22.687, -19.585, -7.808], [-24.145, -20.001, -7.667], [-24.887, -19.281, -5.947], [-22.198, -19.900, -6.885], [-22.195, -20.025, -8.675], [-24.333, -21.064, -7.517], [-24.735, -19.495, -8.432], [-25.724, -21.414, 0.417], [-27.295, -20.434, 1.245], [-26.936, -19.019, 1.522], [-28.412, -18.353, 2.693], [-27.338, -20.960, 2.199], [-28.237, -20.672, 0.753], [-26.859, -18.524, 0.555], [-26.031, -18.869, 2.110], [-22.289, -13.866, 1.878], [-24.230, -14.398, 1.999], [-24.813, -14.626, 0.661], [-26.441, -15.667, 1.067], [-24.785, -13.654, 2.570], [-24.262, -15.304, 2.604], [-24.177, -15.037, -0.123], [-25.268, -13.767, 0.168], [-22.626, -13.052, -6.485], [-24.221, -13.849, -5.555], [-25.399, -14.095, -6.486], [-26.896, -14.777, -5.432], [-24.476, -13.125, -4.782], [-23.929, -14.850, -5.237], [-25.043, -14.773, -7.262], [-25.627, -13.164, -7.004], [-22.609, -17.825, 2.859], [-23.539, -19.143, 3.952], [-23.458, -20.477, 3.234], [-24.659, -21.714, 4.329], [-24.586, -18.847, 4.024], [-23.046, -19.172, 4.924], [-22.439, -20.857, 3.153], [-23.877, -20.457, 2.228]], "mulliken_charge": [-0.493, 0.870, -0.395, 0.014, -0.258, -0.009, -0.420, -0.050, 0.082, -0.386, 0.482, -0.370, 0.495, -0.164, 0.416, -0.126, -0.516, -0.345, -0.175, 0.319, 0.430, 0.153, 0.276, -0.150, -0.691, -0.310, -0.136, 0.324, 0.475, 0.456, 0.060, -0.146, -0.139, -0.684, -0.084, -0.082, 0.400, 0.360, 0.411, -0.184, -0.716, -0.256, -0.162, 0.373, 0.464, 0.244, 0.244, -0.210, -0.587, 0.337, -0.100, 0.441, 0.262, -0.331, 0.330, -0.165, -0.373, -0.515, -0.153, 0.442, 0.001, 0.336, 0.416, -0.156, -0.601, -0.330, -0.190, 0.346, 0.449, 0.492, -0.047], "lumo_ha": 0.007, "gap_ev": 10.08, "charge": 0, "fmax_ev_per_a": 2.7, "relative_energy_kcal_mol": 0.0, "molar_mass_g_mol": 1435.21, "homo_ev": -9.897}

=====

Record 2
{"formula": "C18H21Cl3N2SeV", "method": "ωB97M-V with the def2-TZVPD basis set", "species": ["V", "Cl", "C", "H", "H", "N", "C", "N", "C", "C", "C", "C", "C", "C", "H", "H", "H", "H", "H", "H", "Cl", "C", "Cl", "H", "H", "C", "C", "C", "C", "C", "C", "Se", "C", "C", "C", "H", "H", "H", "H", "H", "H", "H", "H", "H", "H", "H"], "xyz": [[0.342, 0.620, 0.129], [2.010, -1.272, 0.474], [2.422, 0.529, 0.053], [3.037, 0.457, -0.842], [3.020, 0.880, 0.894], [-0.455, -0.077, 4.310], [-0.228, -0.450, 3.031], [-0.033, 0.564, 2.229], [-0.133, 1.701, 3.039], [-0.019, 3.050, 2.711], [-0.185, 3.964, 3.731], [-0.451, 3.555, 5.048], [-0.561, 2.222, 5.386], [-0.400, 1.307, 4.350], [-0.633, -0.704, 5.074], [-0.213, -1.481, 2.714], [0.179, 3.362, 1.695], [-0.115, 5.020, 3.505], [-0.571, 4.307, 5.817], [-0.766, 1.911, 6.401], [-3.386, 0.244, 1.026], [-3.004, -0.113, -0.649], [-1.457, -1.021, -0.773], [-2.855, 0.814, -1.194], [-3.765, -0.761, -1.065], [0.506, 8.127, 0.910], [0.210, 6.741, 0.410], [-1.022, 6.143, 0.631], [-1.313, 4.861, 0.171], [-2.656, 4.264, 0.484], [-0.338, 4.153, -0.543], [-0.738, 2.376, -1.170], [0.915, 4.737, -0.773], [1.996, 4.021, -1.535], [1.164, 6.018, -0.293], [-0.312, 8.509, 1.522], [0.651, 8.824, 0.082], [1.415, 8.149, 1.513], [-1.783, 6.681, 1.188], [-3.225, 4.923, 1.140], [-2.547, 3.291, 0.970], [-3.235, 4.091, -0.425], [2.078, 2.981, -1.223], [2.956, 4.517, -1.393], [1.770, 4.007, -2.604], [2.140, 6.459, -0.473]], "mulliken_charge": [0.400, -0.270, -0.809, 0.445, 0.351, -0.024, -0.601, 0.165, 0.012, 0.179, -0.655, -0.463, -1.149, 0.601, 0.193, 0.440, 0.219, 0.485, 0.391, 0.391, -0.122, -0.125, -0.129, 0.032, 0.380, -1.646, 0.672, -0.955, 1.297, -1.591, -0.220, -0.192, 1.377, -1.311, -1.087, 0.351, 0.392, 0.346, 0.246, 0.380, 0.199, 0.362, 0.022, 0.393, 0.278, 0.348], "s2": 0.757, "lumo_ha": [0.012, 0.012], "gap_ev": [7.03, 6.46], "charge": 0, "fmax_ev_per_a": 0.5, "relative_energy_kcal_mol": 4.5, "molar_mass_g_mol": 501.64, "spin_multiplicity": 2, "homo_ev": [-6.688, -6.126]}

=====

Record 3
{"formula": "C28H29F17O26PS", "method": "ωB97M-V with the def2-TZVPD basis set", "species": ["O", "S", "O", "P", "C", "F", "F", "C", "F", "F", "C", "F", "F", "C", "F", "F", "F", "H", "H", "H", "H", "H", "C", "C", "O", "C", "O", "O", "F", "H", "H", "H", "C", "C", "O", "C", "O", "O", "F", "H", "H", "H", "C", "C", "O", "C", "O", "O", "F", "H", "H", "H", "C", "C", "O", "C", "O", "O", "F", "H", "H", "H", "C", "C", "O", "C", "O", "O", "F", "H", "H", "H", "C", "C", "O", "C", "O", "O", "F", "H", "H", "H", "C", "C", "O", "C", "O", "O", "F", "H", "H", "H", "C", "C", "O", "C", "O", "O", "F", "H", "H", "H"], "xyz": [[4.114, -2.181, -0.440], [3.514, -0.853, -0.523], [2.479, -0.611, 0.493], [5.247, 0.820, -0.568], [2.545, -1.012, -2.176], [1.724, -2.106, -2.091], [3.461, -1.279, -3.149], [1.728, 0.267, -2.637], [2.323, 0.791, -3.737], [1.746, 1.233, -1.671], [0.210, 0.058, -3.013], [-0.195, 1.165, -3.700], [0.044, -1.006, -3.830], [-0.721, -0.054, -1.752], [-0.027, -0.621, -0.769], [-1.825, -0.780, -1.996], [-1.115, 1.165, -1.340], [5.659, 0.076, 0.617], [4.348, 1.611, 0.265], [4.636, 1.399, -1.769], [5.947, -0.138, -1.402], [6.332, 1.754, -0.500], [-1.133, -4.145, -0.787], [-2.179, -4.561, -1.797], [-2.170, -5.983, -1.672], [-1.770, -6.270, -0.412], [-1.928, -7.325, 0.122], [-1.221, -5.207, 0.175], [-1.853, -4.221, -3.067], [-0.137, -4.143, -1.233], [-1.330, -3.184, -0.332], [-3.185, -4.202, -1.582], [0.386, -1.483, 2.928], [-0.788, -1.111, 2.050], [-1.714, -0.578, 2.982], [-1.005, -0.072, 4.019], [-1.456, 0.681, 4.825], [0.260, -0.513, 3.988], [-1.328, -2.179, 1.412], [0.260, -2.489, 3.334], [1.347, -1.392, 2.426], [-0.559, -0.349, 1.312], [-2.678, -8.348, 2.803], [-2.606, -9.761, 3.342], [-3.052, -9.601, 4.684], [-3.869, -8.518, 4.730], [-4.594, -8.248, 5.628], [-3.751, -7.800, 3.596], [-1.351, -10.263, 3.346], [-1.758, -7.801, 3.007], [-2.910, -8.273, 1.750], [-3.262, -10.474, 2.840], [0.240, 4.827, -0.947], [-0.718, 4.076, -1.857], [-0.135, 4.279, -3.142], [1.192, 4.461, -2.972], [2.006, 4.445, -3.840], [1.476, 4.682, -1.679], [-1.970, 4.588, -1.879], [-0.018, 5.883, -0.876], [0.334, 4.407, 0.045], [-0.784, 3.006, -1.664], [2.873, 7.740, -2.660], [3.383, 9.129, -2.334], [2.235, 9.752, -1.782], [1.443, 8.782, -1.246], [0.535, 8.977, -0.513], [1.853, 7.566, -1.665], [3.778, 9.816, -3.431], [2.421, 7.714, -3.653], [3.626, 6.965, -2.581], [4.189, 9.155, -1.599], [-5.338, -5.470, 3.928], [-5.916, -6.286, 2.790], [-5.570, -5.507, 1.655], [-4.451, -4.794, 1.962], [-3.749, -4.254, 1.175], [-4.231, -4.824, 3.292], [-7.267, -6.398, 2.861], [-6.054, -4.719, 4.263], [-5.000, -6.069, 4.769], [-5.484, -7.279, 2.683], [4.915, 4.193, -2.611], [6.122, 3.317, -2.340], [7.166, 4.045, -2.982], [6.824, 5.356, -3.000], [7.562, 6.251, -3.242], [5.516, 5.498, -2.688], [6.020, 2.097, -2.899], [4.448, 3.944, -3.562], [4.164, 4.171, -1.827], [6.375, 3.201, -1.285], [-4.479, 3.153, 1.960], [-3.274, 2.266, 2.205], [-2.265, 2.938, 1.466], [-2.588, 4.251, 1.394], [-1.843, 5.093, 1.024], [-3.868, 4.439, 1.782], [-3.393, 1.026, 1.695], [-4.990, 2.866, 1.039], [-5.183, 3.174, 2.786], [-2.962, 2.186, 3.249]], "mulliken_charge": [-0.722, 0.572, -0.532, 0.499, 0.304, -0.198, -0.277, 0.715, -0.335, -0.181, 0.293, -0.269, -0.282, 0.543, -0.085, -0.260, -0.438, 0.049, -0.105, -0.307, -0.035, -0.040, 0.169, 0.531, -0.368, 0.629, -0.618, -0.305, -0.318, 0.407, -0.343, 0.296, -0.340, 0.602, -0.221, 0.581, -0.583, -0.357, -0.153, 0.262, 0.212, -0.085, -0.341, 0.377, -0.372, 0.579, -0.515, -0.214, -0.283, 0.194, 0.271, 0.277, -0.630, 1.480, -0.418, 0.768, -0.626, -0.182, -0.349, 0.370, 0.316, -0.449, 0.047, 0.384, -0.377, 0.572, -0.510, -0.133, -0.289, 0.233, -0.208, 0.288, -0.362, 0.606, -0.369, 0.634, -0.508, -0.265, -0.332, 0.340, 0.178, 0.109, 0.031, 0.483, -0.385, 0.516, -0.549, -0.323, -0.293, 0.183, 0.019, 0.137, -0.421, 0.317, -0.176, 0.555, -0.516, -0.355, -0.277, 0.275, 0.309, 0.271], "lumo_ha": 0.064, "gap_ev": 7.18, "charge": -1, "fmax_ev_per_a": 1.5, "relative_energy_kcal_mol": 0.0, "molar_mass_g_mol": 1167.52, "homo_ev": -5.444}

=====

Record 4
{"formula": "H11N8OP3", "method": "ωB97M-V with the def2-TZVPD basis set", "species": ["N", "N", "N", "N", "N", "N", "N", "N", "O", "P", "P", "P", "H", "H", "H", "H", "H", "H", "H", "H", "H", "H", "H"], "xyz": [[1.480, -0.200, -0.846], [0.787, -0.232, 1.944], [-1.098, -0.858, -0.705], [3.161, -0.221, 1.261], [1.961, 2.000, 0.728], [-2.474, -1.310, 1.506], [-2.405, 0.976, 0.374], [0.093, -0.910, -3.003], [-0.379, 1.406, -1.603], [1.633, 0.331, 0.755], [-1.419, -0.286, 0.816], [0.090, 0.030, -1.613], [-1.357, -1.820, -0.864], [3.153, 0.056, 2.225], [3.104, -1.192, 1.021], [2.796, 2.050, 0.168], [1.225, 2.550, 0.333], [-2.344, -2.046, 2.203], [-3.418, -1.078, 1.258], [-2.766, 1.652, 1.022], [-1.967, 1.639, -0.168], [0.339, -1.863, -2.871], [-0.195, -0.674, -3.939]], "mulliken_charge": [-0.487, -0.591, -0.365, -0.727, -0.672, -0.449, -0.577, -0.454, -0.713, 0.993, 0.572, 0.568, 0.339, 0.283, 0.283, 0.252, 0.279, 0.241, 0.271, 0.256, 0.277, 0.213, 0.208], "lumo_ha": [-0.026, -0.026], "gap_ev": [7.55, 7.55], "charge": 0, "fmax_ev_per_a": 5.0, "relative_energy_kcal_mol": 65.0, "molar_mass_g_mol": 232.07, "homo_ev": [-8.258, -8.257]}